# 1
Formula: C19H27Cl57NO2PSi2
Source: the OMol25 dataset
Level of theory: ωB97M-V/def2-TZVPD

Gap between HOMO and LUMO ... 0.3082 Ha
Total charge ... 0
Relative energy (zero: lowest compared OMol25 entry of this formula, charge and spin) ... 0.0 kJ/mol

Structure (XYZ):
```
109
Properties=species:S:1:pos:R:3:lowdin_charge:R:1
N -0.87426 -2.82232 4.26795 -0.38
P -0.42357 -1.78944 3.13250 0.57
Si 1.23631 -2.52988 1.82917 0.36
O 0.77026 -3.72231 0.75423 -0.43
Si 0.00648 -4.98257 1.57562 0.39
O -1.62127 -4.62274 1.63436 -0.21
H -0.73278 -2.43498 5.17575 -0.07
H 0.04183 -0.57981 3.71881 -0.04
H -1.57562 -1.48774 2.35604 -0.07
H 2.35457 -2.91628 2.70685 -0.04
H 1.66957 -1.37645 1.01490 -0.08
H 0.52388 -5.01039 2.95660 -0.01
H 0.22764 -6.23027 0.85263 -0.05
H -1.86238 -4.48589 2.54403 0.01
C 5.00012 -0.52136 0.38784 -1.53
Cl 3.58881 -0.04341 -0.55742 0.50
Cl 5.12091 0.46494 1.84670 0.53
Cl 4.91571 -2.23479 0.80227 0.52
H 5.88728 -0.35892 -0.20529 0.01
C -1.07265 -7.85522 -1.59293 -1.51
Cl -0.43334 -8.68888 -0.17139 0.55
Cl 0.24117 -7.17545 -2.55728 0.52
Cl -2.05810 -8.95263 -2.56212 0.54
H -1.69922 -7.04072 -1.25721 0.02
C 0.75714 1.95741 -2.65531 -1.56
Cl -0.65153 2.45369 -3.59336 0.53
Cl 0.90457 2.93160 -1.19242 0.48
Cl 0.66335 0.24109 -2.24986 0.50
H 1.63912 2.11407 -3.25742 -0.09
C -0.63899 2.80293 4.75010 -1.56
Cl -2.12792 1.90920 5.06872 0.52
Cl 0.69437 2.14922 5.70408 0.52
Cl -0.25126 2.75893 3.02983 0.52
H -0.79085 3.83289 5.03977 -0.06
C 2.32796 -0.19463 -5.91545 -1.51
Cl 0.60698 0.01067 -6.23388 0.54
Cl 3.22466 -0.38780 -7.41830 0.52
Cl 2.97321 1.18609 -5.01973 0.55
H 2.45855 -1.08355 -5.31610 0.02
C -0.57501 5.25630 7.89466 -1.54
Cl 0.69724 5.48771 6.68871 0.54
Cl -0.53259 6.54902 9.09443 0.54
Cl -2.16115 5.19160 7.10165 0.52
H -0.39444 4.32998 8.39057 -0.05
C -3.14790 2.49824 10.03772 -1.55
Cl -4.77536 3.00093 9.58441 0.53
Cl -2.12846 2.33572 8.60104 0.51
Cl -2.44002 3.63924 11.17956 0.54
H -3.20450 1.52909 10.52194 -0.10
C 1.34042 -12.03137 -0.51420 -1.56
Cl 3.00873 -11.45921 -0.46532 0.52
Cl 1.07216 -13.07464 -1.91670 0.50
Cl 0.93449 -12.87994 0.97911 0.53
H 0.68943 -11.17287 -0.60232 -0.05
C -0.63651 -5.32403 -6.11332 -1.53
Cl -1.34715 -6.68062 -5.24065 0.50
Cl -1.63163 -3.88222 -5.92119 0.51
Cl 1.01466 -5.02773 -5.55377 0.51
H -0.59871 -5.57206 -7.16324 0.01
C -3.63295 1.23698 1.30606 -1.54
Cl -2.19780 1.02347 0.29675 0.50
Cl -5.01265 1.73362 0.32630 0.53
Cl -4.00664 -0.23825 2.19930 0.53
H -3.42689 2.02166 2.02048 -0.01
C 4.34716 5.30239 -5.72808 -1.50
Cl 6.00253 5.90996 -5.76510 0.54
Cl 4.03854 4.26118 -7.12043 0.48
Cl 4.03497 4.44358 -4.21296 0.51
H 3.67535 6.14606 -5.78132 0.02
C 2.16967 1.70257 -10.48623 -1.54
Cl 2.88815 2.34972 -9.01098 0.45
Cl 0.49930 2.24405 -10.65313 0.53
Cl 3.12000 2.16865 -11.89848 0.53
H 2.17077 0.62413 -10.41741 0.01
C -4.68257 -0.80696 -3.32099 -1.55
Cl -3.74894 -1.98676 -4.24149 0.50
Cl -5.14440 0.55937 -4.33829 0.52
Cl -6.10935 -1.57450 -2.62213 0.52
H -4.06406 -0.43575 -2.51601 0.00
C -7.19883 5.96112 10.64384 -1.55
Cl -6.79016 4.90193 11.99589 0.51
Cl -5.73924 6.52864 9.82947 0.51
Cl -8.26297 5.13196 9.50504 0.52
H -7.72341 6.81972 11.03425 0.01
C 6.79367 6.08417 -9.47141 -1.56
Cl 5.06754 6.26278 -9.78778 0.51
Cl 7.68915 5.92627 -10.98383 0.53
Cl 7.40031 7.44892 -8.53069 0.50
H 6.94061 5.18232 -8.89438 0.00
C 0.90626 6.73698 -0.20980 -1.52
Cl 0.43207 5.28161 0.66915 0.48
Cl 1.91165 6.33674 -1.60346 0.52
Cl -0.53211 7.62259 -0.71816 0.55
H 1.48160 7.36554 0.45270 0.01
C -0.73185 -0.67114 11.92697 -1.52
Cl 0.67510 -0.51523 10.87660 0.54
Cl -0.64334 0.47419 13.26405 0.54
Cl -2.22256 -0.43613 11.00507 0.59
H -0.74258 -1.67037 12.33518 0.01
C -3.56010 6.51178 -2.63738 -1.57
Cl -3.97060 5.04511 -1.74564 0.51
Cl -2.53078 6.13057 -4.01789 0.52
Cl -5.02044 7.35501 -3.15973 0.53
H -3.01096 7.16444 -1.97741 -0.04
C 2.38674 -9.44706 -4.71928 -1.55
Cl 1.92317 -9.69436 -6.40562 0.52
Cl 2.07909 -10.90204 -3.76840 0.50
Cl 4.08472 -8.97383 -4.60268 0.52
H 1.78360 -8.64486 -4.31692 -0.05
```

***

# 2
Formula: C19H27FN4O
Source: the OMol25 dataset
Level of theory: ωB97M-V/def2-TZVPD

Gap between HOMO and LUMO ... 0.3157 Ha
Total charge ... 0
Relative energy (zero: lowest compared OMol25 entry of this formula, charge and spin) ... 179.0 kJ/mol

Structure (XYZ):
```
52
Properties=species:S:1:pos:R:3:nbo_charge:R:1
C -2.38652 -2.65057 2.16683 -0.60
C -2.68796 -2.02539 0.80446 -0.22
N -2.99156 -0.61299 0.94022 -0.47
C -4.37945 -0.31548 1.21922 -0.20
C -5.34320 -0.39983 0.02820 -0.63
C -2.32908 0.29635 0.03716 -0.04
C -2.34615 -0.05407 -1.47561 -0.47
C -0.85813 -0.16949 -1.85091 -0.22
N -0.11825 0.64254 -0.89893 -0.44
C -0.05074 2.04887 -1.26888 -0.23
C 0.81817 2.81156 -0.32422 -0.16
C 0.53782 4.07970 0.20931 -0.04
N 1.48488 4.47793 1.03573 -0.26
N 2.36648 3.48764 1.06763 -0.33
C 2.02869 2.44844 0.25990 0.18
C 2.85446 1.25936 0.15333 -0.10
C 2.88204 0.49493 -1.00823 -0.15
C 3.68152 -0.62842 -1.11153 -0.31
C 4.48838 -1.03420 -0.05330 0.30
O 5.31022 -2.11331 -0.04541 -0.49
C 5.37189 -2.91653 -1.19791 -0.25
C 4.44872 -0.25840 1.11171 0.34
F 5.21288 -0.62197 2.16403 -0.32
C 3.65864 0.86118 1.22422 -0.26
C -0.81235 0.42112 0.35702 -0.24
H -2.11463 -3.69668 2.04721 0.20
H -3.25317 -2.59155 2.81970 0.20
H -1.56502 -2.12299 2.64360 0.21
H -1.81070 -2.14234 0.16638 0.19
H -3.51539 -2.57672 0.33341 0.17
H -4.71111 -1.00890 1.99537 0.19
H -4.42418 0.69462 1.63948 0.19
H -6.35717 -0.19632 0.36322 0.21
H -5.32398 -1.39149 -0.41832 0.20
H -5.07842 0.32764 -0.73483 0.20
H -2.79785 1.27264 0.19135 0.20
H -2.82213 0.74028 -2.05144 0.21
H -2.88208 -0.98053 -1.66894 0.22
H -0.65275 0.14303 -2.87514 0.20
H -0.51628 -1.20267 -1.73133 0.19
H 0.36671 2.10720 -2.28155 0.20
H -1.04160 2.53263 -1.29361 0.18
H -0.31091 4.70502 0.01445 0.20
H 3.20210 3.57787 1.62306 0.41
H 2.27299 0.78250 -1.84654 0.22
H 3.67350 -1.19007 -2.03181 0.22
H 4.39773 -3.35699 -1.43304 0.18
H 5.73520 -2.35140 -2.06231 0.18
H 6.07925 -3.71004 -0.96324 0.20
H 3.66160 1.39649 2.16109 0.22
H -0.60500 1.22385 1.06218 0.22
H -0.44812 -0.51404 0.78752 0.20
```

***

# 3
Formula: C19H27IrN2O2S5
Source: the OMol25 dataset
Level of theory: ωB97M-V/def2-TZVPD

2S+1 ... 2
Gap between HOMO and LUMO (alpha / beta) ... 0.1731 / 0.1842 Ha
Expectation value of S² ... 0.77
Total charge ... +3
Relative energy (zero: lowest compared OMol25 entry of this formula, charge and spin) ... 375.8 kJ/mol

Structure (XYZ):
```
56
Properties=species:S:1:pos:R:3:lowdin_spin:R:1
Ir -0.05560 -0.22539 -0.41433 0.71
C -1.46719 -1.09653 -3.66256 0.00
C -1.95312 0.33042 -3.52406 0.01
S -2.26597 0.70271 -1.75372 0.09
C -2.39679 2.52975 -1.79580 0.01
C -1.87824 3.19024 -0.53311 0.01
S -0.14696 2.79086 -0.10879 0.12
C 0.77097 3.44406 -1.56695 0.01
C 2.14946 2.82065 -1.63447 0.00
S 2.13183 0.99314 -1.73987 0.00
C 1.65762 0.76388 -3.50057 0.00
C 1.40168 -0.69820 -3.79730 0.01
S 0.09376 -1.49391 -2.78956 0.05
H -1.34018 -1.35882 -4.71416 0.00
H -2.18709 -1.79068 -3.22266 0.00
H -2.90701 0.43944 -4.04628 0.00
H -1.25050 1.05518 -3.93641 0.00
H -3.45886 2.75989 -1.90175 0.00
H -1.88526 2.89161 -2.68510 0.00
H -2.44768 2.87536 0.34121 0.00
H -1.96521 4.27552 -0.62465 0.00
H 0.85761 4.52522 -1.43783 0.00
H 0.20097 3.24349 -2.47267 0.00
H 2.71883 3.04122 -0.73167 0.00
H 2.70288 3.20003 -2.49590 0.00
H 2.49925 1.11013 -4.10404 0.00
H 0.79431 1.38867 -3.72323 0.00
H 2.29760 -1.28074 -3.57726 0.00
H 1.14227 -0.83988 -4.84755 0.00
S 0.48984 0.48891 4.18530 0.01
C 2.00460 0.76450 3.43438 -0.01
C 1.98058 0.59157 2.06820 0.00
C 0.71682 0.25500 1.57853 -0.03
C -0.21754 0.15058 2.63807 0.01
C -1.57150 -0.25935 2.44157 0.00
C -2.48262 -0.46553 3.49198 0.00
C -3.75624 -0.92219 3.20443 0.00
C -4.09799 -1.17143 1.88165 0.00
C -3.14473 -0.92501 0.89361 0.00
N -1.93791 -0.47083 1.16135 -0.02
H 2.85122 1.04130 4.03487 0.00
H 2.86287 0.70589 1.46401 0.00
H -2.17672 -0.27473 4.50837 0.00
H -4.46925 -1.09487 3.99805 0.00
H -5.07172 -1.54721 1.60734 0.00
H -3.38041 -1.11255 -0.14338 0.00
N 3.38340 -3.79892 0.26335 0.00
C 1.96189 -4.00024 0.62635 0.00
C 1.22827 -2.72457 0.14532 0.00
O 0.00698 -2.59715 0.24603 0.01
O 1.98084 -1.83539 -0.32984 0.01
H 4.02765 -3.84819 1.05898 0.00
H 3.32993 -2.79914 -0.13227 0.00
H 3.72091 -4.45357 -0.44762 0.00
H 1.83516 -4.08665 1.70419 0.00
H 1.53266 -4.88811 0.16530 0.00
```

***

# 4
Formula: C19H27N
Source: the OMol25 dataset
Level of theory: ωB97M-V/def2-TZVPD

Gap between HOMO and LUMO ... 0.3360 Ha
Total charge ... 0
Relative energy (zero: lowest compared OMol25 entry of this formula, charge and spin) ... 0.0 kJ/mol

Structure (XYZ):
```
47
Properties=species:S:1:pos:R:3:nbo_charge:R:1
C -7.40432 -2.42617 0.52827 -0.24
C -6.46562 -1.82889 1.03013 -0.01
C -5.30787 -1.18793 1.74205 -0.29
N -4.17872 -2.15378 2.00589 -0.44
C -3.17112 -1.63799 2.97988 -0.21
C -2.08435 -0.74135 2.33368 -0.42
C -1.42552 -1.45192 1.12111 -0.22
C -0.46835 -0.57385 0.31848 -0.37
C 0.87887 -0.32721 1.02565 -0.41
C 1.90201 0.34171 0.13570 -0.04
C 2.91248 -0.40445 -0.54997 -0.20
C 3.81767 0.21790 -1.42282 -0.22
C 3.78217 1.63930 -1.58101 0.00
C 4.72993 2.28793 -2.60600 -0.24
C 5.77964 3.07432 -1.81336 -0.60
C 3.86808 3.03911 -3.59199 -0.60
C 2.81424 2.36191 -0.85637 -0.25
C 1.88955 1.72798 -0.00680 -0.15
C -2.54444 -1.87142 0.13688 -0.41
C -3.54441 -2.80057 0.85768 -0.22
H -8.17609 -2.97476 0.05785 0.23
H -4.96373 -0.36217 1.13645 0.19
H -5.69946 -0.75864 2.69020 0.23
H -3.68187 -1.03888 3.74446 0.20
H -2.66466 -2.48110 3.49836 0.19
H -1.32691 -0.43020 3.05809 0.21
H -2.60215 0.16734 2.01112 0.19
H -0.82378 -2.29901 1.43431 0.19
H -0.24574 -1.14772 -0.59154 0.20
H -0.96918 0.37034 0.02916 0.20
H 1.24654 -1.30084 1.34614 0.20
H 0.71218 0.24388 1.94350 0.21
H 2.95924 -1.48832 -0.41607 0.21
H 4.54273 -0.36614 -1.95039 0.21
H 5.26987 1.52187 -3.20196 0.20
H 5.37451 3.94409 -1.26752 0.21
H 6.55440 3.44797 -2.51490 0.20
H 6.26904 2.41400 -1.09924 0.22
H 3.18486 2.34666 -4.09763 0.22
H 3.25317 3.81496 -3.16292 0.20
H 4.53081 3.50800 -4.34721 0.20
H 2.79091 3.45092 -1.00743 0.21
H 1.14414 2.38133 0.47410 0.20
H -3.06636 -1.00421 -0.25460 0.20
H -2.09596 -2.43692 -0.65020 0.21
H -2.99791 -3.68397 1.18706 0.19
H -4.29854 -3.12311 0.16373 0.21
```

***

Question: Which of these has the highest relative energy (zero: lowest compared OMol25 entry of this formula, charge and spin)?
Answer: C19H27IrN2O2S5

***

Copy entry 4 word for word.
Formula: C19H27N
Source: the OMol25 dataset
Level of theory: ωB97M-V/def2-TZVPD

Gap between HOMO and LUMO ... 0.3360 Ha
Total charge ... 0
Relative energy (zero: lowest compared OMol25 entry of this formula, charge and spin) ... 0.0 kJ/mol

Structure (XYZ):
```
47
Properties=species:S:1:pos:R:3:nbo_charge:R:1
C -7.40432 -2.42617 0.52827 -0.24
C -6.46562 -1.82889 1.03013 -0.01
C -5.30787 -1.18793 1.74205 -0.29
N -4.17872 -2.15378 2.00589 -0.44
C -3.17112 -1.63799 2.97988 -0.21
C -2.08435 -0.74135 2.33368 -0.42
C -1.42552 -1.45192 1.12111 -0.22
C -0.46835 -0.57385 0.31848 -0.37
C 0.87887 -0.32721 1.02565 -0.41
C 1.90201 0.34171 0.13570 -0.04
C 2.91248 -0.40445 -0.54997 -0.20
C 3.81767 0.21790 -1.42282 -0.22
C 3.78217 1.63930 -1.58101 0.00
C 4.72993 2.28793 -2.60600 -0.24
C 5.77964 3.07432 -1.81336 -0.60
C 3.86808 3.03911 -3.59199 -0.60
C 2.81424 2.36191 -0.85637 -0.25
C 1.88955 1.72798 -0.00680 -0.15
C -2.54444 -1.87142 0.13688 -0.41
C -3.54441 -2.80057 0.85768 -0.22
H -8.17609 -2.97476 0.05785 0.23
H -4.96373 -0.36217 1.13645 0.19
H -5.69946 -0.75864 2.69020 0.23
H -3.68187 -1.03888 3.74446 0.20
H -2.66466 -2.48110 3.49836 0.19
H -1.32691 -0.43020 3.05809 0.21
H -2.60215 0.16734 2.01112 0.19
H -0.82378 -2.29901 1.43431 0.19
H -0.24574 -1.14772 -0.59154 0.20
H -0.96918 0.37034 0.02916 0.20
H 1.24654 -1.30084 1.34614 0.20
H 0.71218 0.24388 1.94350 0.21
H 2.95924 -1.48832 -0.41607 0.21
H 4.54273 -0.36614 -1.95039 0.21
H 5.26987 1.52187 -3.20196 0.20
H 5.37451 3.94409 -1.26752 0.21
H 6.55440 3.44797 -2.51490 0.20
H 6.26904 2.41400 -1.09924 0.22
H 3.18486 2.34666 -4.09763 0.22
H 3.25317 3.81496 -3.16292 0.20
H 4.53081 3.50800 -4.34721 0.20
H 2.79091 3.45092 -1.00743 0.21
H 1.14414 2.38133 0.47410 0.20
H -3.06636 -1.00421 -0.25460 0.20
H -2.09596 -2.43692 -0.65020 0.21
H -2.99791 -3.68397 1.18706 0.19
H -4.29854 -3.12311 0.16373 0.21
```